Entry 1:
ORCA calculation (ωB97M-V/def2-TZVPD) on a structure of composition C3H3CrO4 in a non-equilibrium geometry.

CARTESIAN COORDINATES (ANGSTROEM)
1 H 2.70 0.07 0.04
2 C 2.18 -0.72 0.59
3 H 2.50 -0.72 1.64
4 O -2.33 1.97 -1.99
5 O -3.39 0.28 -0.84
6 C -2.65 1.15 -1.21
7 O -0.95 0.63 0.09
8 Cr -1.51 -1.11 1.12
9 H 2.37 -1.70 0.14
10 C 0.31 0.62 -0.13
11 O 0.77 -0.47 0.55

Results
* lowest unoccupied orbital energy (alpha / beta): -0.0380 / -0.0374 Ha
* M: 155.05 Da
* spin multiplicity: 6
* ΔE to the lowest compared entry with this formula, charge and spin: 31.3 kcal per mole
* highest occupied orbital energy (alpha / beta): -7.946 / -8.363 eV



Entry 2:
ORCA calculation (ωB97M-V/def2-TZVPD) on a structure of composition C3H3CsO2 in a non-equilibrium geometry.

CARTESIAN COORDINATES (ANGSTROEM)
1 O 6.54 0.57 -0.10
2 C -3.49 -1.24 -0.27
3 H -4.41 -0.83 -0.73
4 O 4.53 1.69 0.11
5 Cs 0.65 2.55 0.72
6 H -3.71 -1.31 0.85
7 H -3.24 -2.26 -0.61
8 C 5.58 1.20 -0.02
9 C -2.45 -0.37 0.06

Results
* lowest unoccupied orbital energy (alpha / beta): -0.1332 / -0.1330 Ha
* M: 203.96 Da
* total charge: +1
* spin multiplicity: 2
* ΔE to the lowest compared entry with this formula, charge and spin: 30.1 kcal per mole
* highest occupied orbital energy (alpha / beta): -11.060 / -13.532 eV



Entry 3:
ORCA calculation (ωB97M-V/def2-TZVPD) on a structure of composition C3H3CuO2 in a non-equilibrium geometry.

CARTESIAN COORDINATES (ANGSTROEM)
1 H -1.23 0.99 1.32
2 O 2.34 -0.09 0.49
3 H -1.44 -0.28 -1.30
4 Cu 1.22 1.37 -0.75
5 C -0.83 -0.35 -0.38
6 H -1.25 -1.20 0.20
7 O 0.56 -0.70 -0.68
8 C 1.20 -0.62 0.64
9 C -0.56 0.87 0.46

Results
* lowest unoccupied orbital energy (alpha / beta): -0.0275 / -0.0815 Ha
* M: 134.60 Da
* spin multiplicity: 3
* ΔE to the lowest compared entry with this formula, charge and spin: 20.5 kcal per mole
* highest occupied orbital energy (alpha / beta): -7.726 / -8.513 eV